[1]
Here is CF3LuOS as an isolated structure at a distorted geometry from the OMol25 dataset. Energies are from ωB97M-V/def2-TZVPD.

XYZ file:
```
7
Properties=species:S:1:pos:R:3:mulliken_charge:R:1
Lu -1.006 -1.184 -1.735 2.135
S 1.694 0.285 -0.126 0.448
O 0.891 -0.295 -1.316 -0.584
C 0.536 0.805 0.950 0.637
F 0.868 1.303 2.076 -0.036
F -2.311 -1.933 -0.459 -0.500
F -0.672 1.019 0.610 -0.100
```

The total charge is +2. As for the LUMO energy: -11.47 eV.

[2]
Here is C8H8BF9NO7P2Pd as an isolated structure from the OMol25 dataset. Energies are from ωB97M-V/def2-TZVPD.

XYZ file:
```
37
Properties=species:S:1:pos:R:3:mulliken_charge:R:1
Pd -0.467 1.392 0.483 1.443
N 0.922 -1.613 -2.320 -0.270
C 0.401 -0.177 -2.412 1.013
C 0.341 0.221 -3.882 -1.908
P -1.381 -0.266 -1.802 0.948
O -1.681 -1.737 -2.479 -0.637
O -2.216 0.758 -2.439 -0.715
O -1.308 -0.472 -0.316 -0.778
P 1.791 0.726 -1.486 0.959
O 2.625 1.418 -2.679 -0.573
O 1.302 1.855 -0.620 -0.798
O 2.586 -0.404 -0.934 -0.832
H 0.170 -2.266 -2.103 0.357
H 1.680 -1.560 -1.574 0.385
H 1.346 -1.888 -3.202 0.284
H -0.355 -0.421 -4.426 0.492
H 1.325 0.182 -4.351 0.518
H -0.036 1.240 -3.949 0.380
H -2.529 -1.718 -2.935 0.344
H 2.501 2.375 -2.672 0.308
F -1.976 3.269 1.229 -0.463
B -1.895 3.980 -0.008 0.543
F -1.213 3.059 -0.892 -0.301
F -1.142 5.127 0.139 -0.375
F -3.152 4.251 -0.498 -0.360
F 0.474 -3.757 5.285 -0.330
C 0.337 -2.622 4.575 0.655
C 0.662 -2.589 3.233 -0.350
F 1.123 -3.701 2.639 -0.321
C 0.526 -1.423 2.497 0.038
F 0.883 -1.444 1.207 -0.046
C 0.043 -0.233 3.073 0.538
O -0.111 0.889 2.439 -1.048
C -0.272 -0.303 4.449 0.357
F -0.731 0.792 5.065 -0.320
C -0.129 -1.463 5.181 0.178
F -0.444 -1.481 6.484 -0.313
```

The total charge is -1. As for the LUMO energy (alpha / beta): 2.16 / 1.21 eV. As for the spin multiplicity: 3. The value obtained for the energy relative to the best compared isomer or geometry (same formula, charge and spin) is 0.0 kJ/mol.

| no. | total energy (eV) |
| --- | --- |
| 1 | -55673.2931 |
| 2 | -71451.8553 |